14
Properties=species:S:1:pos:R:3:forces:R:3 method="wB97M-V/def2-TZVPD" de_lowest_ev=5.8648 homo_ev=-9.38 fmax_ha_per_bohr=0.240 smiles="On1ccnc1.C=O" multiplicity=1 homo_lumo_gap_ev=9.48 mol_weight_g_mol=114.10
H 1.7878 -2.8635 -0.2478 -1.3 0.8 -0.9
C 0.4743 -1.1569 0.0604 -2.0 1.9 -1.1
H 1.2747 3.3009 1.5875 2.0 2.2 -0.5
O -1.3481 0.5926 -0.3369 0.7 -2.0 -12.2
C 0.9398 -2.2095 -0.6070 -0.2 -1.1 -1.0
O -0.3978 2.7824 0.6816 -1.3 0.8 -0.6
H -1.4541 -1.3849 -2.5361 0.5 0.6 1.1
H -1.3993 0.6722 0.4964 -0.2 0.1 10.1
H 0.7796 -0.6153 0.8895 0.6 0.6 1.5
N 0.1314 -2.3714 -1.7996 2.7 -0.9 2.5
C 0.2942 2.9670 1.6210 0.5 -4.3 2.6
C -0.7070 -1.4089 -1.7015 -4.2 -0.5 -5.6
N -0.6495 -0.5775 -0.7186 3.3 0.2 5.4
H 0.2741 2.2727 2.6112 -1.1 1.5 -1.2